1.
{"formula": "C38H37BrIN6OPd", "method": "wB97M-V/def2-TZVPD", "species": ["Pd", "C", "C", "C", "C", "C", "C", "C", "N", "C", "C", "C", "C", "C", "C", "C", "N", "C", "C", "C", "C", "H", "H", "H", "H", "H", "H", "H", "H", "H", "H", "H", "H", "H", "H", "H", "H", "H", "H", "H", "H", "H", "H", "H", "H", "Br", "C", "C", "C", "C", "C", "C", "N", "N", "C", "C", "C", "C", "O", "C", "N", "C", "C", "C", "C", "H", "H", "H", "H", "H", "H", "H", "H", "H", "I", "C", "C", "C", "C", "C", "N", "H", "H", "H", "H"], "xyz": [[0.192, 0.743, 0.248], [-3.408, -5.608, -0.552], [-2.101, -5.221, -1.241], [-2.350, -5.135, -2.755], [-1.049, -6.304, -0.957], [-1.570, -3.881, -0.742], [-2.150, -3.175, 0.304], [-1.610, -1.956, 0.685], [-0.535, -1.427, 0.111], [0.065, -2.112, -0.872], [-0.440, -3.319, -1.325], [1.305, -1.504, -1.437], [2.177, -2.232, -2.236], [3.328, -1.647, -2.747], [3.555, -0.317, -2.402], [2.658, 0.343, -1.588], [1.551, -0.230, -1.114], [4.316, -2.394, -3.634], [3.887, -3.840, -3.882], [5.692, -2.399, -2.953], [4.412, -1.670, -4.984], [-3.769, -6.549, -0.968], [-4.183, -4.854, -0.707], [-3.274, -5.753, 0.521], [-2.775, -6.073, -3.115], [-1.430, -4.957, -3.312], [-3.049, -4.330, -2.988], [-1.407, -7.272, -1.311], [-0.851, -6.383, 0.113], [-0.108, -6.087, -1.464], [-3.022, -3.546, 0.821], [-2.056, -1.379, 1.485], [0.046, -3.826, -2.146], [1.961, -3.268, -2.443], [4.430, 0.212, -2.752], [2.821, 1.370, -1.287], [3.827, -4.411, -2.954], [4.623, -4.329, -4.521], [2.923, -3.896, -4.392], [5.648, -2.900, -1.984], [6.071, -1.389, -2.797], [6.410, -2.931, -3.579], [3.443, -1.647, -5.486], [5.119, -2.191, -5.632], [4.759, -0.643, -4.869], [2.291, 10.514, 2.543], [1.504, 9.133, 3.554], [0.598, 8.276, 2.943], [0.029, 7.253, 3.678], [0.363, 7.103, 5.023], [1.222, 8.004, 5.642], [1.819, 9.007, 4.900], [-0.222, 6.108, 5.854], [-0.462, 4.975, 5.418], [0.093, 4.373, 4.313], [1.472, 4.466, 4.026], [2.025, 3.764, 3.002], [1.234, 2.901, 2.158], [1.711, 2.338, 1.175], [-0.185, 2.732, 2.518], [-0.906, 1.883, 1.771], [-2.201, 1.755, 2.020], [-2.837, 2.438, 3.061], [-2.106, 3.285, 3.852], [-0.740, 3.456, 3.576], [0.339, 8.415, 1.902], [-0.692, 6.593, 3.213], [1.425, 7.897, 6.699], [2.512, 9.696, 5.362], [2.086, 5.114, 4.637], [3.078, 3.843, 2.766], [-2.762, 1.100, 1.362], [-3.894, 2.287, 3.226], [-2.557, 3.820, 4.677], [-2.033, 1.335, -1.950], [-3.462, -0.132, -1.479], [-3.804, -1.062, -2.453], [-4.781, -1.989, -2.136], [-5.367, -1.950, -0.878], [-4.940, -0.987, 0.015], [-3.993, -0.087, -0.274], [-3.336, -1.044, -3.426], [-5.090, -2.725, -2.868], [-6.143, -2.650, -0.596], [-5.370, -0.919, 1.007]], "forces_ev_per_angstrom": [[0.255, 0.050, 0.259], [0.004, -0.007, -0.005], [0.003, 0.031, -0.031], [0.004, 0.023, 0.022], [0.003, 0.042, 0.007], [-0.115, -0.117, 0.061], [0.008, 0.069, 0.018], [0.097, -0.089, -0.101], [-0.076, 0.055, 0.011], [-0.035, 0.026, 0.044], [0.128, 0.067, -0.055], [-0.001, 0.009, -0.024], [0.021, 0.021, -0.019], [-0.028, -0.058, 0.011], [0.011, 0.045, 0.004], [0.004, 0.081, 0.042], [-0.107, -0.148, -0.038], [-0.005, -0.008, -0.001], [0.001, 0.006, 0.001], [0.001, 0.001, 0.002], [-0.003, 0.003, -0.001], [-0.009, -0.002, 0.013], [-0.009, 0.001, -0.006], [-0.001, 0.003, 0.000], [0.001, -0.008, 0.012], [0.000, 0.008, 0.001], [-0.010, -0.006, -0.007], [-0.003, -0.004, -0.007], [0.007, -0.005, -0.003], [0.004, -0.018, 0.007], [-0.004, 0.006, 0.005], [-0.012, 0.010, 0.007], [-0.003, -0.008, 0.001], [0.011, -0.003, -0.010], [-0.004, 0.006, 0.005], [0.006, -0.001, -0.010], [0.001, -0.001, -0.001], [0.001, 0.000, 0.001], [0.000, 0.002, 0.001], [0.000, 0.000, 0.000], [-0.001, -0.001, 0.001], [0.001, -0.001, 0.000], [0.001, 0.000, -0.001], [0.000, 0.000, 0.000], [0.000, -0.002, 0.000], [0.003, -0.001, -0.001], [0.008, 0.006, 0.007], [-0.005, -0.012, -0.001], [0.005, 0.014, 0.010], [0.007, 0.030, -0.022], [-0.012, -0.021, 0.000], [0.001, 0.001, -0.012], [0.013, 0.030, 0.026], [-0.043, -0.037, 0.008], [-0.076, -0.014, -0.001], [0.094, -0.004, -0.014], [0.048, 0.031, 0.008], [0.002, 0.224, 0.292], [0.118, -0.290, -0.442], [-0.113, 0.065, 0.114], [-0.133, -0.101, -0.176], [-0.029, -0.022, 0.025], [-0.014, -0.054, -0.065], [0.022, 0.046, 0.032], [0.021, 0.028, 0.037], [-0.005, 0.005, 0.002], [-0.008, 0.007, 0.000], [-0.003, 0.003, 0.002], [-0.005, 0.005, 0.001], [0.006, -0.014, 0.002], [0.002, 0.004, 0.003], [0.017, -0.018, 0.007], [-0.002, 0.006, 0.005], [0.002, -0.002, 0.005], [-0.065, -0.005, -0.026], [0.040, 0.018, -0.049], [-0.034, -0.019, -0.018], [-0.001, 0.001, 0.018], [-0.004, -0.051, -0.040], [0.032, 0.049, 0.034], [-0.050, 0.007, -0.008], [0.021, 0.000, 0.012], [-0.008, 0.003, 0.006], [-0.005, 0.009, -0.001], [0.006, -0.007, 0.003]], "lowdin_charge": [0.6128, -0.0543, -0.5506, -0.0319, -0.0320, -0.1432, 0.0069, -0.1164, 0.0307, -0.1945, 0.0467, -0.1870, 0.0574, -0.1397, 0.0077, -0.0874, -0.0045, -0.5581, -0.0615, -0.0364, -0.0365, 0.0928, 0.0752, 0.0906, 0.0932, 0.0807, 0.0746, 0.0925, 0.0950, 0.0818, 0.1087, 0.1079, 0.1088, 0.0976, 0.1182, 0.1141, 0.0902, 0.0915, 0.0892, 0.0946, 0.0809, 0.0915, 0.0939, 0.0916, 0.0812, 0.7817, -0.6857, -0.1070, -0.0214, -0.2750, -0.0103, -0.1069, 0.1190, 0.0950, -0.2048, 0.0026, 0.0460, -0.3386, 0.0006, -0.1333, 0.0201, -0.1057, -0.0139, 0.0229, -0.0873, 0.1074, 0.1218, 0.1222, 0.1084, 0.1285, 0.1282, 0.0684, 0.1167, 0.1225, 0.9454, -0.7774, -0.1301, -0.0675, -0.0642, -0.1384, 0.0104, 0.0967, 0.1132, 0.1110, 0.1142], "multiplicity": 3, "total_energy_ev": -132612.2804, "s_squared": 2.07, "de_lowest_ev": 0.0494, "charge": 1}

***

2.
{"formula": "C31H83N7O13", "method": "wB97M-V/def2-TZVPD", "species": ["C", "O", "C", "C", "N", "C", "C", "O", "C", "H", "H", "H", "H", "H", "H", "H", "H", "H", "H", "H", "H", "H", "H", "H", "C", "O", "C", "C", "N", "C", "C", "O", "C", "H", "H", "H", "H", "H", "H", "H", "H", "H", "H", "H", "H", "H", "H", "H", "C", "O", "C", "C", "N", "C", "C", "O", "C", "H", "H", "H", "H", "H", "H", "H", "H", "H", "H", "H", "H", "H", "H", "H", "C", "O", "C", "C", "N", "C", "C", "O", "C", "H", "H", "H", "H", "H", "H", "H", "H", "H", "H", "H", "H", "H", "H", "H", "C", "O", "C", "C", "N", "C", "C", "O", "C", "H", "H", "H", "H", "H", "H", "H", "H", "H", "H", "H", "H", "H", "H", "H", "N", "C", "N", "O", "H", "H", "H", "H", "O", "H", "H", "O", "H", "H"], "xyz": [[15.782, 5.909, -9.331], [15.420, 4.799, -10.171], [16.289, 4.471, -11.338], [15.819, 5.361, -12.481], [16.701, 6.537, -12.620], [16.294, 7.332, -13.763], [14.828, 7.819, -13.804], [14.670, 8.473, -12.477], [13.325, 8.828, -12.140], [15.050, 6.137, -8.556], [15.930, 6.750, -10.008], [16.718, 5.746, -8.796], [16.135, 3.408, -11.524], [17.359, 4.531, -11.138], [14.776, 5.638, -12.329], [15.964, 4.608, -13.256], [16.424, 7.117, -11.842], [16.506, 6.925, -14.752], [16.873, 8.251, -13.670], [14.176, 6.954, -13.926], [14.746, 8.532, -14.625], [12.859, 9.505, -12.857], [13.305, 9.323, -11.169], [12.720, 7.939, -11.964], [22.162, 10.204, -21.472], [22.613, 11.348, -22.225], [24.031, 11.266, -22.481], [24.470, 12.388, -23.488], [23.984, 12.105, -24.803], [24.030, 13.104, -25.817], [25.420, 13.609, -26.160], [26.260, 12.838, -27.070], [26.875, 11.672, -26.573], [22.849, 10.129, -20.630], [22.051, 9.331, -22.116], [21.188, 10.366, -21.011], [24.084, 10.333, -23.042], [24.589, 11.073, -21.565], [25.555, 12.293, -23.496], [24.136, 13.399, -23.254], [23.012, 11.837, -24.741], [23.549, 13.995, -25.415], [23.713, 12.767, -26.804], [26.007, 13.950, -25.308], [25.322, 14.584, -26.638], [26.274, 10.845, -26.196], [27.614, 11.904, -25.806], [27.274, 11.185, -27.462], [23.508, 3.000, -20.679], [23.590, 1.634, -20.603], [23.208, 0.786, -21.692], [23.987, 1.028, -23.037], [25.357, 0.652, -22.817], [26.184, 0.750, -24.026], [27.632, 0.494, -23.499], [28.285, 1.675, -22.985], [29.540, 1.401, -22.370], [22.468, 3.325, -20.651], [23.914, 3.453, -21.584], [23.978, 3.467, -19.813], [22.177, 1.034, -21.945], [23.174, -0.240, -21.325], [23.916, 2.073, -23.337], [23.507, 0.457, -23.832], [25.670, 1.276, -22.087], [26.047, 1.774, -24.372], [26.002, 0.035, -24.829], [28.226, 0.110, -24.328], [27.679, -0.349, -22.810], [29.877, 2.391, -22.064], [30.297, 0.981, -23.033], [29.423, 0.908, -21.405], [17.005, 6.942, -23.631], [16.989, 5.547, -23.831], [15.643, 5.061, -23.660], [15.641, 3.480, -23.909], [16.806, 2.772, -23.429], [17.008, 1.458, -24.053], [17.994, 1.511, -25.186], [19.150, 2.318, -25.004], [19.926, 2.467, -26.218], [16.829, 7.122, -22.571], [16.322, 7.442, -24.318], [18.023, 7.181, -23.939], [14.951, 5.599, -24.308], [15.251, 5.248, -22.660], [15.664, 3.362, -24.993], [14.725, 3.026, -23.531], [17.511, 3.392, -23.801], [16.125, 0.873, -24.311], [17.540, 0.891, -23.289], [17.451, 1.860, -26.065], [18.330, 0.502, -25.428], [20.597, 3.290, -25.968], [19.393, 2.867, -27.080], [20.489, 1.556, -26.421], [9.891, 18.199, -23.121], [10.261, 16.998, -22.452], [11.481, 16.309, -22.825], [11.517, 15.151, -21.801], [12.478, 14.047, -22.095], [12.277, 12.943, -21.190], [13.307, 11.885, -21.565], [14.631, 12.184, -21.192], [14.962, 11.883, -19.894], [9.115, 18.640, -22.496], [9.577, 18.189, -24.165], [10.785, 18.822, -23.126], [12.349, 16.955, -22.957], [11.270, 15.935, -23.827], [10.515, 14.730, -21.722], [11.788, 15.551, -20.824], [13.402, 14.435, -21.969], [11.265, 12.548, -21.265], [12.448, 13.238, -20.155], [13.136, 11.708, -22.627], [12.933, 10.943, -21.165], [14.435, 12.452, -19.129], [16.021, 12.079, -19.724], [14.974, 10.818, -19.661], [12.980, 2.870, -17.726], [13.909, 3.392, -18.442], [14.146, 2.629, -19.461], [14.514, 4.420, -18.134], [12.472, 2.117, -18.167], [12.635, 3.399, -16.938], [13.871, 1.664, -19.342], [14.743, 2.925, -20.219], [17.824, 6.190, -19.037], [17.942, 5.751, -19.880], [16.948, 5.931, -18.752], [20.217, 6.059, -16.173], [19.553, 6.418, -16.761], [19.779, 6.002, -15.324]], "forces_ev_per_angstrom": [[0.787, -0.410, -1.323], [0.683, -0.761, 0.551], [-1.608, 1.016, 2.027], [1.713, -1.189, 0.387], [-1.183, -0.928, -0.655], [-0.221, 1.557, -0.398], [1.131, 0.090, 2.014], [-0.837, -0.326, -1.362], [0.409, -0.338, 0.332], [-0.436, -0.323, -0.483], [-0.111, 0.537, 0.473], [0.266, -0.217, -0.074], [-0.540, 0.096, 0.005], [0.056, 0.610, 0.207], [-0.077, -0.349, -0.102], [-0.317, 0.871, -1.207], [0.360, 0.268, 0.287], [0.283, -0.558, 0.179], [0.197, 0.113, -0.279], [-0.487, 0.279, 0.074], [-0.378, 0.081, 0.073], [0.021, -0.122, -0.245], [0.496, 0.206, -0.050], [-0.190, -0.216, -0.474], [0.276, 1.168, -0.057], [-0.228, 0.178, 0.575], [-1.697, -0.277, -1.648], [0.195, -0.729, 0.931], [-0.961, -2.412, -0.871], [2.018, 0.901, 0.058], [1.558, 0.570, -0.449], [-1.546, 0.359, 0.873], [0.103, -0.561, -0.435], [0.133, -0.839, -0.022], [0.509, -0.250, 0.131], [-0.091, 0.520, -0.356], [0.774, -0.217, -0.307], [0.237, 0.858, 0.139], [0.188, 0.523, 0.048], [0.242, 0.233, 0.974], [-0.089, -0.350, 0.246], [-0.667, 0.512, -0.582], [-0.981, -0.193, 0.389], [0.194, -0.702, 0.638], [-0.346, -0.182, -0.646], [-0.960, 0.525, 0.431], [0.336, 0.021, -0.128], [0.800, 0.337, 0.073], [-0.937, 1.209, -0.446], [1.215, -2.098, 0.269], [-0.925, 1.827, -1.146], [-0.425, -0.610, 1.760], [-0.670, -1.101, -0.909], [1.580, 0.762, 2.647], [0.600, 0.381, -1.421], [-0.613, -1.103, -0.163], [-0.598, 1.508, 0.445], [-0.405, 0.088, -0.019], [0.395, -0.126, -0.184], [0.235, -0.343, -0.004], [-0.488, 0.042, 0.034], [0.676, 0.126, -0.110], [-0.316, 0.398, -0.030], [0.084, -0.299, 0.056], [0.697, -0.022, -0.044], [0.564, 0.129, -0.773], [-0.567, -0.132, 0.368], [0.297, 0.218, -0.444], [-0.509, 0.239, 0.597], [0.305, 0.100, -0.221], [-0.200, -0.400, -0.037], [-0.015, -0.791, -0.230], [1.150, -0.679, -0.380], [-1.830, -0.826, -0.064], [0.883, -1.944, 0.399], [-0.559, 1.248, -1.078], [-0.504, 0.836, 0.290], [1.950, 0.224, 1.639], [-0.084, -0.237, -1.833], [-0.428, 0.131, -0.428], [0.022, 0.756, 1.520], [-0.125, 0.612, -0.060], [-0.282, 0.194, 0.250], [-0.027, 0.630, 0.373], [0.020, -0.257, -0.514], [0.401, 0.160, 0.483], [-0.638, 0.096, -0.479], [-0.155, 0.187, 0.058], [1.002, -0.232, 0.431], [-0.184, 0.452, -0.152], [-0.267, -0.378, 0.295], [0.036, 0.262, -0.440], [-0.094, -0.362, 0.004], [0.399, -0.287, 0.038], [-0.609, -0.548, -0.025], [-0.110, -0.018, -0.250], [1.288, 0.094, 0.762], [0.075, -0.017, -0.110], [-2.107, -0.538, -0.522], [1.299, -0.084, -0.258], [-1.385, 1.517, -0.617], [1.257, 0.067, -0.016], [-1.709, -0.850, 0.314], [-0.434, 0.286, -1.558], [1.260, -0.461, 1.384], [0.060, 0.088, -0.200], [-0.262, -0.891, -0.128], [-0.041, 0.592, 0.125], [0.164, 0.200, 0.748], [0.323, -0.517, -0.176], [0.025, 0.096, -0.182], [-0.316, 0.360, 0.279], [0.287, -0.247, -0.001], [0.010, -0.012, -0.195], [-0.183, 0.055, 0.478], [1.057, 0.411, -0.322], [0.488, -0.370, 0.691], [-0.398, -0.049, -0.021], [0.114, 0.625, -0.381], [-0.869, -0.364, -0.096], [-3.693, -1.451, 3.197], [2.730, 3.592, 1.017], [1.347, -2.155, -4.008], [-0.123, 0.247, -0.492], [-0.523, 0.413, 0.816], [-0.095, -0.430, -0.161], [0.421, 0.192, -0.786], [0.092, -0.321, 0.358], [0.224, 0.282, 0.129], [0.094, -0.153, -0.191], [-0.392, -0.188, 0.155], [0.264, -0.031, 0.028], [-0.225, 0.035, -0.344], [-0.086, -0.028, 0.252]], "lowdin_charge": [-0.0952, -0.2226, -0.1619, -0.2098, -0.0407, -0.2284, -0.1696, -0.2174, -0.1093, 0.0843, 0.0637, 0.0796, 0.1108, 0.1190, 0.1159, 0.1182, 0.0693, 0.1150, 0.1136, 0.1069, 0.1178, 0.0826, 0.0811, 0.0809, -0.0952, -0.2188, -0.1873, -0.1931, -0.0940, -0.2160, -0.2076, -0.1846, -0.1338, 0.0819, 0.0868, 0.0823, 0.1108, 0.1138, 0.1103, 0.1183, 0.1104, 0.1157, 0.1314, 0.1115, 0.1160, 0.0749, 0.0832, 0.0833, -0.1456, -0.1923, -0.1701, -0.2235, -0.0841, -0.1723, -0.2127, -0.1967, -0.1171, 0.0854, 0.0771, 0.0924, 0.1050, 0.1222, 0.0999, 0.1166, 0.1107, 0.1133, 0.1160, 0.1046, 0.1163, 0.0827, 0.0867, 0.0859, -0.1071, -0.2111, -0.1791, -0.2022, -0.0642, -0.2017, -0.2504, -0.1928, -0.0824, 0.0901, 0.0877, 0.0924, 0.1115, 0.1059, 0.1030, 0.1069, 0.0771, 0.1245, 0.1075, 0.1126, 0.1209, 0.0848, 0.0847, 0.0859, -0.1097, -0.2259, -0.1817, -0.1840, -0.0697, -0.2376, -0.2335, -0.1568, -0.1464, 0.0870, 0.0786, 0.0770, 0.1155, 0.1148, 0.1172, 0.1138, 0.1093, 0.1244, 0.1097, 0.1221, 0.1141, 0.0856, 0.0881, 0.0882, 0.1598, -0.7960, 0.1624, 0.0134, 0.1138, 0.1286, 0.1133, 0.1195, -0.0487, 0.0271, 0.0172, -0.0531, 0.0115, 0.0225], "smiles": "COCCNCCOC.COCCNCCOC.COCCNCCOC.COCCNCCOC.COCCNCCOC.NC(N)=O.O.O", "multiplicity": 1, "total_energy_ev": -70530.5319, "de_lowest_ev": 4.6246, "charge": 0}